[1]
81
Properties=species:S:1:pos:R:3:forces:R:3 method="wB97M-V/def2-TZVPD" de_lowest_kcal_mol=5.7 homo_lumo_gap_ev=9.71 molar_mass_g_mol=466.6 spin_multiplicity=1 energy_ev=-43763.241 smiles="NC(N)=O.NC(N)=O.NC(N)=O.CC(C)O.CC(C)O.CC(C)O.CC(C)O.CCO" e_lumo_ha=0.009
N -0.2250 -0.9822 -1.6458 -0.3 0.4 -0.1
C 0.4390 -0.4785 -0.5715 0.9 -1.3 0.8
N -0.2340 -0.4804 0.6092 -0.6 0.3 -0.3
O 1.6435 -0.1968 -0.6041 -0.2 0.4 -0.2
H -1.2012 -1.2159 -1.5968 0.0 -0.1 0.0
H 0.2881 -1.4580 -2.3684 0.1 0.2 -0.1
H 0.1941 -0.1926 1.4723 0.2 0.1 -0.1
H -1.1624 -0.8572 0.6658 0.0 0.0 0.1
N 0.5584 -1.3628 -5.2736 -1.2 0.3 0.7
C -0.7168 -1.1820 -4.7717 0.8 -0.7 0.0
N -1.2158 0.0676 -4.9478 -0.1 0.2 0.1
O -1.3018 -2.0989 -4.1992 -0.2 0.5 -0.2
H 0.7721 -2.3305 -5.4245 0.6 0.1 -0.1
H 1.0846 -0.5558 -5.5744 0.2 -0.5 -0.6
H -2.1088 0.2971 -4.5549 0.0 0.0 0.1
H -0.6676 0.7787 -5.3974 -0.1 0.0 -0.1
N 4.4489 0.7984 0.1590 0.3 0.3 0.3
C 5.1414 0.2783 -0.9022 -0.2 -0.9 0.1
N 4.3017 -0.2407 -1.8448 -0.5 0.1 -0.7
O 6.3553 0.1692 -0.9253 -0.1 0.3 -0.1
H 3.4544 0.9424 0.1267 0.0 0.0 -0.1
H 5.0027 1.2130 0.8854 -0.1 0.1 0.0
H 4.6345 -0.6493 -2.6972 0.5 0.1 0.2
H 3.3032 -0.1023 -1.7868 0.0 -0.1 0.3
C 2.3340 1.5611 -4.3196 0.7 -0.4 -0.8
C 2.1164 2.0984 -5.7273 -0.5 -0.2 0.2
C 3.3304 2.7948 -6.2851 0.1 1.2 -0.7
O 1.6855 1.0164 -6.5945 0.2 0.5 0.4
H 3.2477 0.9579 -4.3393 0.0 0.1 0.2
H 1.5478 0.8940 -3.9713 -0.3 0.3 0.1
H 2.4927 2.4112 -3.6617 -0.1 -0.1 0.3
H 1.2913 2.8229 -5.6912 0.1 0.0 0.0
H 4.1735 2.1774 -6.5899 -0.1 -0.4 0.4
H 3.6778 3.5860 -5.6157 0.1 -0.3 0.2
H 3.0558 3.3700 -7.1825 -0.1 -0.3 0.0
H 1.5931 1.4134 -7.4664 -0.1 -0.3 -0.1
C -5.1719 -4.1506 3.3176 -0.5 -0.5 0.3
C -5.4898 -2.9625 2.4376 -0.4 -0.1 -0.2
C -4.3769 -1.9229 2.4209 -0.4 1.2 -0.1
O -5.8519 -3.3639 1.1068 0.3 0.0 0.1
H -5.9921 -4.8744 3.2968 0.1 0.0 -0.4
H -5.1446 -3.8741 4.3755 0.4 0.3 -0.1
H -4.2447 -4.6451 3.0283 0.0 0.0 0.0
H -6.4299 -2.5242 2.7825 0.2 0.2 0.3
H -3.7998 -1.9541 1.4926 0.2 -0.3 0.1
H -3.7171 -1.9160 3.2873 0.1 -0.4 0.0
H -4.8093 -0.9161 2.4233 -0.1 -0.1 -0.1
H -5.0728 -3.3051 0.5463 0.0 -0.1 0.0
C 3.6503 -3.0528 3.3237 0.5 0.4 1.2
C 3.5036 -2.2566 2.0537 0.4 -0.2 -0.2
C 2.9080 -3.0681 0.9168 -0.6 0.2 -0.3
O 2.7317 -1.0855 2.3296 0.0 -0.2 -0.2
H 4.4328 -3.8107 3.2591 -0.3 -0.3 -0.4
H 2.7242 -3.4700 3.7225 -0.1 -0.2 -0.4
H 4.0383 -2.4096 4.1262 -0.2 0.2 -0.2
H 4.5164 -1.9482 1.7572 -0.1 0.1 0.0
H 3.4182 -4.0228 0.7982 0.0 0.0 0.0
H 2.9297 -2.5355 -0.0388 0.4 0.1 0.1
H 1.8372 -3.2302 1.0857 0.1 -0.3 0.3
H 2.6967 -0.6253 1.4805 -0.1 0.1 0.0
C -2.4291 2.3073 0.6101 1.0 -0.1 -0.8
C -3.4740 3.2823 1.0678 -0.3 1.0 -0.4
C -3.1861 3.8532 2.4539 0.3 -0.1 -0.3
O -3.4082 4.4187 0.1569 0.1 -0.5 0.1
H -1.4512 2.6121 0.9924 0.0 -0.2 0.1
H -2.3171 2.3397 -0.4794 -0.3 0.2 0.0
H -2.5709 1.2489 0.8164 -0.3 0.1 0.6
H -4.4769 2.8667 0.9382 0.0 -0.2 0.4
H -3.8219 4.7055 2.6971 -0.4 -0.3 0.1
H -2.1826 4.2813 2.3902 0.1 -0.2 0.2
H -3.2080 3.0973 3.2372 -0.2 0.1 0.1
H -3.9680 5.0965 0.5485 0.0 0.1 -0.2
C -0.6628 1.4749 6.1855 -0.3 1.0 0.4
C -0.7841 1.7189 4.6946 0.7 -0.2 0.3
O -0.9297 0.4882 3.9857 -0.2 0.2 -0.2
H 0.2274 0.9023 6.4444 -0.1 -0.2 -0.1
H -1.5705 1.0502 6.6145 0.1 -0.4 -0.1
H -0.5573 2.4401 6.6968 0.1 0.0 -0.1
H 0.1150 2.2454 4.3488 0.0 -0.1 0.0
H -1.6180 2.3765 4.4683 -0.2 -0.3 -0.1
H -0.3466 -0.1459 4.4147 0.0 -0.1 -0.1

---

[2]
93
Properties=species:S:1:pos:R:3:forces:R:3 method="wB97M-V/def2-TZVPD" total_charge=+1 homo_lumo_gap_ev="6.29 / 1.33" molar_mass_g_mol=663.6 s2=0.76 spin_multiplicity=2 energy_ev=-77971.791 e_lumo_ha="-0.106 / -0.288"
O 1.2248 -5.4294 -1.5073 -1.6 -0.3 0.0
P -0.0236 -6.0116 -0.9200 -0.1 -0.6 0.5
N -0.8746 -4.9506 0.0384 -0.7 -0.6 2.7
C -0.8401 -3.5344 -0.1611 1.6 0.1 -1.3
C -1.6294 -5.2977 1.2786 0.3 -0.4 -1.7
N 0.2581 -7.3284 0.1664 -0.8 -1.5 -0.6
C 0.5502 -8.6883 -0.4029 0.5 0.5 -0.5
C 1.0421 -7.0989 1.3941 -0.6 1.2 -0.2
N -1.2805 -6.4872 -2.0081 3.2 -1.3 0.7
C -1.6422 -5.6358 -3.1000 -0.4 -0.3 -0.5
C -2.3767 -7.2295 -1.4644 -0.2 -0.7 0.0
H -1.2152 -3.3636 -1.1702 -0.5 0.8 0.1
H 0.2111 -3.2511 -0.2129 0.0 0.5 0.2
H -1.3325 -2.9865 0.6423 -0.1 -0.1 -0.3
H -1.0883 -5.0058 2.1787 0.0 -0.1 0.2
H -1.8327 -6.3672 1.2237 0.0 0.1 0.6
H -2.5748 -4.7566 1.2370 -0.1 -0.1 0.1
H -0.2993 -9.1320 -0.9221 0.1 0.3 -0.1
H 1.4260 -8.6701 -1.0515 -0.1 0.3 -0.6
H 0.9044 -9.4477 0.2942 -0.5 0.5 0.9
H 2.0122 -6.7080 1.0870 0.3 -0.2 0.7
H 0.5323 -6.3992 2.0563 0.1 0.7 -0.4
H 1.0553 -7.9176 2.1135 0.4 -0.8 -0.9
H -2.2000 -6.2594 -3.7987 -0.2 0.1 -0.1
H -2.3221 -4.8768 -2.7128 0.0 0.6 -0.4
H -0.8153 -5.2532 -3.6983 0.2 0.3 0.6
H -2.9782 -6.6108 -0.7984 -0.5 0.0 0.0
H -2.0838 -8.1396 -0.9409 0.4 0.3 0.4
H -2.9489 -7.6616 -2.2854 -0.4 0.5 -0.1
O -2.7063 7.3181 0.6050 1.1 1.0 2.4
P -1.7139 7.1090 1.7124 -0.8 -2.0 -3.3
N -2.4399 6.4508 3.0928 4.0 -2.2 0.7
C -3.6502 6.8954 3.5874 -2.8 0.5 0.0
C -1.6584 5.5338 4.0468 1.0 1.5 -0.3
N -0.8327 8.4362 2.3272 -1.6 -0.9 -2.1
C 0.2376 8.1917 3.1901 1.9 0.3 1.7
C -1.4340 9.7269 2.2162 -0.8 1.2 1.6
N -0.5041 6.0909 1.1651 -0.2 0.7 2.6
C -0.7208 4.6823 1.0414 -0.4 -1.9 0.5
C 0.3336 6.6654 0.1597 -0.1 0.5 -1.7
H -4.1801 7.4392 2.8053 0.0 0.2 0.1
H -3.6355 7.4610 4.5191 0.5 0.2 0.1
H -4.2834 6.0362 3.8085 -0.1 -0.2 0.0
H -0.6769 5.2214 3.6903 -0.5 -0.4 -1.1
H -2.1802 4.6965 4.5102 -0.6 0.3 -0.5
H -1.2247 6.1353 4.8456 -0.8 0.5 0.6
H 0.8829 9.0553 3.3508 -0.4 0.4 -0.1
H -0.1802 7.9266 4.1613 0.2 0.0 0.4
H 0.9537 7.4156 2.9198 -0.6 -0.3 -0.5
H -1.8140 9.9956 3.2019 0.1 0.1 0.7
H -0.7189 10.5296 2.0361 0.1 -0.2 -0.6
H -2.3716 9.7938 1.6643 0.6 -0.5 -0.9
H -1.7648 4.3857 1.1425 -0.2 0.2 -0.2
H -0.3324 4.1987 0.1452 -0.2 0.8 -0.6
H -0.2074 4.0760 1.7877 0.2 0.3 0.5
H 0.6642 7.6933 0.3082 0.0 -0.1 0.6
H -0.3169 6.7318 -0.7124 0.5 0.0 -0.7
H 1.2017 6.0442 -0.0608 -0.1 0.0 0.2
C 1.1865 0.9990 -0.0251 0.7 -0.3 2.1
N 1.2341 -0.5068 -0.0730 -1.7 -0.9 0.6
O 1.3393 -0.9753 -1.1711 0.5 -0.5 -0.4
O 1.0073 -1.1779 0.9685 0.8 2.0 -1.8
H 1.6389 1.5299 -0.8627 -0.3 -0.7 -0.2
H 1.7751 1.1418 0.8812 0.0 0.7 0.0
H 0.1618 1.2901 0.2062 0.0 -0.2 -0.3
C 3.4443 -3.5161 -3.0216 0.7 0.3 0.2
N 4.0898 -3.3244 -4.3957 0.8 2.2 1.0
O 4.3906 -4.3139 -4.9647 0.0 -1.7 -1.1
O 4.4805 -2.1919 -4.7694 -1.3 -1.2 1.0
H 3.2745 -4.5740 -2.8217 -0.4 0.2 -0.6
H 2.5794 -2.8790 -2.8364 0.1 -0.1 -0.4
H 4.2515 -3.2371 -2.3443 0.0 0.3 0.0
C 2.1566 -0.0625 -4.4558 1.2 2.0 0.5
N 1.4836 -1.1274 -5.1012 -0.7 -0.6 -1.9
O 1.7573 -1.2868 -6.2947 -0.6 -0.4 1.3
O 0.6874 -1.7568 -4.4475 -0.4 -0.8 0.0
H 2.2991 0.6738 -5.2468 0.5 0.0 0.3
H 3.0984 -0.4914 -4.1135 0.1 0.3 -0.1
H 1.5997 0.3820 -3.6309 -0.1 -0.5 -0.1
C -0.5616 4.3107 -3.5289 -1.5 0.2 0.2
N 0.2983 3.1642 -3.1412 3.6 2.9 1.0
O 1.5224 3.4575 -3.0049 -2.2 -0.9 -0.6
O -0.1946 2.1540 -2.7618 -0.7 -1.3 -0.1
H -0.4263 4.7193 -4.5303 0.2 -0.7 0.0
H -0.4348 5.1611 -2.8588 0.6 -0.3 0.2
H -1.5668 3.9440 -3.3208 -0.1 0.1 -0.6
C 0.9164 -2.8334 3.9118 0.1 -0.5 0.2
N 2.0427 -3.8959 4.0314 0.5 -0.8 1.3
O 2.0775 -4.6302 5.0955 -0.1 2.6 -4.0
O 2.8779 -3.8723 3.1112 -1.7 -0.5 2.3
H 0.8029 -2.5089 2.8774 0.7 -0.1 0.1
H 1.1937 -2.0249 4.5882 0.2 0.0 -0.2
H -0.0677 -3.1792 4.2283 0.4 -0.7 0.3